1.
C27H40BCl9CrF4O33 as an isolated structure, computed with ωB97M-V with the def2-TZVPD basis set.

The geometry in XYZ format:
```
115
C27H40BCl9CrF4O33 ωB97M-V with the def2-TZVPD basis set
Cr 27.3215 -19.4280 -19.5346
Cl 24.7502 -16.7584 -20.2399
Cl 24.5501 -21.9609 -20.4215
Cl 21.8840 -19.7332 -16.5082
Cl 18.4528 -19.7833 -17.2582
Cl 33.2844 -22.9834 -18.2039
Cl 30.6186 -18.2858 -19.7699
Cl 35.7629 -21.8089 -19.5129
Cl 26.1073 -18.7911 -10.7818
Cl 28.8815 -17.2921 -11.7115
F 27.4648 -18.5118 -17.7010
F 26.2538 -20.1319 -17.7240
F 28.4184 -20.3639 -17.8452
F 27.4150 -19.7385 -15.8949
O 24.7672 -17.3671 -21.5265
O 29.2011 -18.1065 -19.4825
O 31.3658 -18.1971 -18.5844
O 25.1956 -15.3986 -20.3189
O 29.0151 -22.9439 -18.7989
O 23.4562 -16.8811 -19.6488
O 29.1647 -13.7277 -18.1977
O 24.0774 -23.0573 -15.6482
O 30.8944 -17.3017 -20.8216
O 27.3402 -18.8249 -21.5381
O 29.8739 -13.1775 -12.7359
O 23.1277 -22.1026 -20.3080
O 33.2715 -19.6488 -15.8154
O 26.0186 -24.0530 -16.3261
O 28.3785 -23.4815 -20.8081
O 25.2670 -22.5779 -19.4108
O 26.7401 -18.8598 -23.7694
O 24.9628 -22.2338 -21.7784
O 31.3280 -20.7908 -16.3603
O 30.0022 -15.2764 -13.3007
O 28.4936 -14.7823 -19.9475
O 27.5614 -15.2599 -17.9030
O 22.9109 -13.0564 -16.1694
O 21.8443 -14.6184 -14.8792
O 32.1438 -20.9826 -14.3017
O 24.9226 -20.5694 -20.2160
O 28.1500 -21.2429 -20.1845
O 30.8578 -19.5231 -20.3813
O 28.5753 -17.7991 -23.2781
O 25.8008 -17.5339 -19.5644
O 31.8406 -14.0961 -13.4310
O 26.0299 -22.6264 -14.6316
O 23.7118 -15.0995 -16.2422
C 22.6989 -14.3024 -15.7435
C 25.0614 -21.5725 -14.2317
C 26.2512 -17.0494 -11.1090
C 30.2742 -21.2237 -15.5902
C 28.3222 -17.5960 -24.6456
C 26.7324 -17.8323 -24.7473
C 27.2881 -16.6342 -12.1906
C 28.4649 -22.4509 -19.9122
C 33.1754 -21.4806 -19.3177
C 21.0201 -18.5609 -17.6078
C 28.9713 -24.6771 -20.2851
C 30.4767 -14.1101 -13.2092
C 27.5274 -18.5061 -22.7677
C 30.8344 -21.4858 -14.2095
C 24.1179 -12.9480 -16.8955
C 29.2931 -24.2479 -18.8852
C 32.3650 -20.4868 -15.5839
C 28.3196 -14.6074 -18.6073
C 29.6530 -14.0129 -20.3853
C 32.2841 -15.4049 -13.4120
C 19.6415 -18.4151 -17.0988
C 25.4806 -23.2547 -15.6208
C 24.6127 -14.3401 -17.0112
C 30.9581 -16.1339 -13.7250
C 23.7133 -22.2141 -14.6037
C 29.9009 -13.1053 -19.2515
C 34.3195 -21.5571 -20.3274
B 27.4077 -19.7178 -17.2179
H 30.3582 -20.8368 -13.4746
H 32.7028 -15.7474 -12.4657
H 26.1286 -17.0096 -24.3645
H 28.6504 -24.7612 -18.1700
H 32.2116 -21.6127 -19.8093
H 26.6869 -16.6145 -10.2095
H 27.4368 -15.5555 -12.2396
H 25.0682 -21.1082 -13.2456
H 19.1198 -17.5795 -17.5655
H 29.5590 -20.4035 -15.5277
H 20.9608 -18.9422 -18.6272
H 33.1068 -20.5702 -18.7222
H 23.4603 -22.8766 -13.7760
H 28.2499 -25.4943 -20.2904
H 29.8769 -24.8793 -20.8571
H 25.6221 -14.4760 -16.6229
H 30.7657 -22.5258 -13.8906
H 30.7941 -16.5434 -14.7218
H 24.7560 -12.3464 -16.2483
H 30.9563 -12.9170 -19.0548
H 28.5395 -16.5657 -24.9275
H 29.4676 -12.1357 -19.4968
H 34.2547 -20.6332 -20.9022
H 29.6527 -22.0646 -15.8978
H 26.9587 -17.0634 -13.1368
H 22.9313 -21.4616 -14.7058
H 25.1685 -20.6970 -14.8722
H 30.4695 -14.6567 -20.7126
H 26.3747 -18.0374 -25.7563
H 28.7117 -18.4003 -25.2696
H 25.2578 -16.6340 -11.2780
H 30.8271 -17.0380 -13.1304
H 34.1057 -22.4143 -20.9659
H 24.5946 -14.6030 -18.0689
H 24.0714 -12.4664 -17.8723
H 19.6444 -18.2128 -16.0278
H 30.3253 -24.4725 -18.6165
H 33.0116 -15.4087 -14.2236
H 21.6259 -17.6550 -17.6283
H 29.1176 -13.3971 -21.1078
```

Computed properties:
Charge: -1
Energy: -248865.0382 eV
2S+1: 4
Max |F|: 6.53 eV/A

=====

2.
C27H40BN10OsS3 as an isolated structure, computed with ωB97M-V with the def2-TZVPD basis set.

The geometry in XYZ format:
```
82
C27H40BN10OsS3 ωB97M-V with the def2-TZVPD basis set
Os -0.1499 -0.3198 1.3885
S 1.9946 -0.8959 0.5036
S 0.2532 1.8989 1.5778
S -2.2816 -0.8314 0.7573
N 1.5187 3.5685 -0.2548
N 2.2459 -2.1938 -1.9783
N -1.6023 0.5403 -1.5839
N -0.0925 -0.5719 3.4596
N -3.7599 0.4543 -1.2219
N -0.2087 -4.2009 3.0756
N 0.6132 1.7895 -1.1473
N 0.7218 -0.6299 -1.9174
N -0.1778 -2.4695 1.7403
N -0.0722 -1.7355 5.3083
C 3.3891 -3.1847 -1.7588
C -0.2681 -4.6861 1.7919
C 1.2046 2.5078 -2.1654
C -0.1084 -1.7986 3.9744
C 0.8231 2.4544 0.0063
C -0.0335 -0.4067 5.6727
C 1.6558 -1.2873 -1.1840
C 2.7731 5.6899 -0.0314
C 1.6681 -2.1026 -3.2363
C -5.1399 0.2015 -0.6140
C -0.2508 -3.6017 0.9684
C -0.0453 0.3103 4.5216
C -5.3692 -1.3042 -0.5245
C 0.7465 5.2776 1.3576
C 2.8691 -4.5646 -2.1510
C 4.5298 -2.7367 -2.6707
C 1.9824 4.6364 0.7343
C 1.7624 3.6074 -1.6134
C -5.1893 0.8914 0.7452
C 0.7166 -1.1523 -3.1945
C -3.5547 1.1224 -2.4181
C 2.8916 3.9743 1.7656
C -0.1563 -2.8614 3.0047
C 3.8622 -3.2144 -0.3164
C -2.2277 1.1754 -2.6410
C -2.5634 0.1157 -0.7275
C -6.1886 0.8107 -1.5360
B -0.1128 0.4593 -1.2821
H -0.0199 1.3771 4.3860
H 0.0475 -0.8074 -3.9641
H 5.3677 -3.4221 -2.5483
H -0.2553 0.0260 -0.1741
H 4.2986 -2.2680 0.0016
H 1.1976 2.1763 -3.1898
H -0.2941 -3.5651 -0.1066
H -4.3652 1.5082 -3.0063
H 2.3165 4.4013 -2.0766
H 2.0388 -4.8711 -1.5119
H -6.1899 0.7665 1.1578
H -0.1959 -4.7685 3.9096
H 2.3667 3.2602 2.3977
H -0.3180 -5.7410 1.5847
H -5.2932 -1.7706 -1.5073
H -6.3767 -1.4782 -0.1482
H 2.1634 6.2143 -0.7680
H -1.6811 1.6288 -3.4501
H 1.0682 6.0644 2.0391
H 4.8717 -1.7345 -2.4095
H 4.6472 -3.9683 -0.2606
H 3.0726 -3.5015 0.3760
H 3.1124 6.4319 0.6894
H 1.9853 -2.7226 -4.0540
H 3.6604 5.2746 -0.5102
H -6.0826 1.8919 -1.6287
H -0.0017 -0.0994 6.7035
H 3.2944 4.7519 2.4136
H -4.9992 1.9606 0.6458
H -6.1905 0.3507 -2.5247
H -0.0617 -2.5118 5.9531
H 3.6762 -5.2847 -2.0220
H 3.7313 3.4740 1.2818
H -4.4827 0.4669 1.4573
H 2.5521 -4.6207 -3.1912
H 0.1148 5.7323 0.5938
H 4.2487 -2.7506 -3.7232
H -4.6822 -1.7992 0.1582
H -7.1645 0.6213 -1.0918
H 0.1530 4.5696 1.9334
```

Computed properties:
Charge: +3
Energy relative to the best compared isomer or geometry (same formula, charge and spin): 38.6 kJ/mol
Max |F|: 0.31 eV/A